# 1
Formula: C33H57CrN3O4Si
Source: the Open Molecules 2025 dataset
Level of theory: ωB97M-V/def2-TZVPD

Last column: Mulliken charge in e.
CARTESIAN COORDINATES (ANGSTROEM)
O  0.56  -2.64  -2.58  0.7214
O  -1.16  -1.83  -4.63  0.3852
C  1.90  -2.73  -3.33  -0.2202
C  2.82  -3.40  -2.36  -1.4145
H  2.15  -1.69  -3.57  0.3094
H  1.68  -3.31  -4.24  0.4135
H  2.86  -2.86  -1.42  0.2852
H  3.85  -3.45  -2.74  0.4517
H  2.49  -4.43  -2.16  0.3506
C  -0.19  -3.96  -2.48  -0.2010
C  -0.15  -4.82  -3.71  -1.3053
H  -1.21  -3.67  -2.21  0.4316
H  0.28  -4.46  -1.63  0.5404
H  -0.64  -4.38  -4.57  0.1350
H  -0.71  -5.73  -3.46  0.4533
H  0.86  -5.15  -3.99  0.4211
C  -2.56  -1.76  -4.33  0.0198
C  -0.66  -1.26  -5.84  -0.0391
C  -3.28  -3.03  -4.70  -1.3662
H  -3.01  -0.89  -4.82  0.4167
H  -2.63  -1.61  -3.25  -0.1225
H  -3.23  -3.22  -5.77  0.2830
H  -4.33  -2.94  -4.43  0.4604
H  -2.87  -3.90  -4.18  0.2227
C  -1.00  -2.05  -7.07  -1.5514
H  0.43  -1.23  -5.71  0.1703
H  -1.00  -0.22  -5.94  0.1349
H  -0.70  -3.10  -6.98  0.2845
H  -0.45  -1.64  -7.92  0.4371
H  -2.06  -2.01  -7.31  0.3587
H  0.03  -1.85  -2.83  -0.5038
N  1.47  1.15  1.00  1.5543
C  1.42  2.43  1.41  0.7479
C  0.29  3.23  1.25  -1.8504
C  -0.99  2.78  0.94  1.1452
C  2.64  3.02  2.06  -1.6643
H  3.49  3.08  1.37  0.2643
H  2.95  2.46  2.95  0.2716
H  2.42  4.05  2.38  0.5186
C  -2.12  3.77  0.88  -1.7051
H  -2.86  3.61  1.67  0.3535
H  -2.64  3.73  -0.09  0.1742
H  -1.72  4.78  1.00  0.5089
N  -1.26  1.48  0.77  1.7548
C  2.66  0.37  1.26  -0.9419
C  3.68  0.27  0.29  1.5583
C  3.58  0.95  -1.05  -1.1160
C  4.81  -0.48  0.57  -0.7404
H  5.59  -0.55  -0.19  0.5014
C  4.96  -1.11  1.80  -0.9764
H  5.86  -1.68  2.02  0.4279
C  3.95  -1.02  2.76  -1.1948
H  4.04  -1.51  3.73  0.4512
C  2.80  -0.28  2.49  1.2285
C  1.71  -0.24  3.52  -0.9722
C  -2.58  1.03  1.13  -0.4884
C  -3.53  0.76  0.14  0.5676
C  -3.23  1.01  -1.31  -0.4864
C  -4.80  0.33  0.53  -0.9934
H  -5.55  0.15  -0.24  0.4749
C  -5.09  0.12  1.88  -0.9995
H  -6.09  -0.23  2.18  0.4079
C  -4.12  0.34  2.86  -1.1003
H  -4.31  0.15  3.91  0.4340
C  -2.86  0.81  2.49  1.2431
C  -1.80  1.04  3.52  -0.9621
Cr  0.06  0.32  -0.12  0.1884
H  3.38  0.22  -1.85  0.1384
H  4.53  1.44  -1.30  0.5216
H  2.79  1.71  -1.09  -0.6135
H  1.36  0.78  3.73  0.2296
H  2.09  -0.66  4.46  0.5765
H  0.85  -0.85  3.21  0.0790
H  -3.89  0.38  -1.93  0.4732
H  -2.18  0.78  -1.58  -0.3710
H  -3.42  2.06  -1.59  0.3059
H  -0.89  0.45  3.32  -0.1571
H  -2.19  0.72  4.50  0.4987
H  -1.52  2.10  3.61  0.2401
H  0.40  4.29  1.49  0.3639
C  0.22  0.33  -2.24  -0.0643
Si  0.41  2.03  -3.07  0.5295
H  1.13  -0.24  -2.44  -0.0026
H  -0.64  -0.18  -2.68  -0.2191
C  1.66  1.92  -4.48  -1.0900
C  1.00  3.50  -2.06  -1.1995
C  -1.23  2.61  -3.78  -1.1145
H  -1.82  1.78  -4.20  0.1435
H  -1.02  3.33  -4.58  0.4055
H  -1.85  3.12  -3.02  0.3140
H  2.61  1.49  -4.13  0.2974
H  1.85  2.94  -4.85  0.3866
H  1.26  1.30  -5.30  0.2471
H  1.86  3.32  -1.41  0.2778
H  0.20  3.93  -1.43  0.2771
H  1.31  4.28  -2.78  0.5546
O  -1.38  -2.32  2.02  -0.5468
N  -1.07  -1.41  1.25  0.1658
O  0.25  -1.45  0.86  -0.1951

⟨S²⟩   3.829
Total charge   +1
HOMO energy (spin up / spin down)   -10.4 / -10.7 eV
LUMO energy (spin up / spin down)   -2.99 / -2.22 eV
2S+1   4
Kohn-Sham gap (spin up / spin down)   0.2729 / 0.3128 Ha

# 2
Formula: C33H38AsO3PPdS
Source: the Open Molecules 2025 dataset
Level of theory: ωB97M-V/def2-TZVPD

Last column: Mulliken charge in e.
CARTESIAN COORDINATES (ANGSTROEM)
Pd  2.41  -0.88  -1.64  -0.3231
C  3.87  -0.33  -4.80  -0.9759
O  3.38  -1.21  -3.75  0.0287
C  3.28  -2.50  -4.26  -0.6030
C  3.22  -3.43  -3.06  -0.7775
O  2.16  -3.07  -2.13  -0.2944
C  0.84  -3.38  -2.60  -0.0653
C  0.21  -2.36  -3.46  -0.9214
O  0.42  -1.05  -2.90  0.6567
C  -0.10  -0.02  -3.74  -1.1294
H  4.88  -0.60  -5.04  0.3397
H  3.82  0.69  -4.47  0.3145
H  3.21  -0.40  -5.69  0.3262
H  4.19  -2.83  -4.79  0.5638
H  2.42  -2.64  -4.89  0.3146
H  4.13  -3.28  -2.51  0.3353
H  3.11  -4.43  -3.40  0.4351
H  0.25  -3.57  -1.71  -0.2510
H  0.89  -4.31  -3.15  0.5297
H  -0.88  -2.54  -3.49  0.5146
H  0.58  -2.27  -4.47  0.4488
H  -1.19  0.07  -3.76  0.2902
H  0.22  -0.11  -4.75  0.3491
H  0.22  0.97  -3.40  0.3388
S  5.09  -0.04  -1.13  0.0541
C  4.12  -0.77  0.02  -0.2558
C  0.27  1.16  0.51  -1.4946
C  -0.76  1.24  1.68  -0.6024
As  -1.63  3.00  1.60  0.7012
C  -3.09  2.97  0.40  0.2015
C  -3.18  3.82  -0.71  -0.4016
C  -4.37  3.79  -1.40  -0.6241
C  -5.34  2.90  -1.11  -0.3686
C  -5.27  2.01  -0.06  -0.8875
C  -4.08  2.08  0.72  -0.0665
C  -2.33  3.59  3.20  0.6444
C  -1.89  3.09  4.46  -0.2886
C  -2.49  3.48  5.61  -0.6614
C  -3.50  4.48  5.53  -0.4654
C  -3.84  5.05  4.28  -0.6577
C  -3.22  4.65  3.13  -0.3465
P  1.26  -0.44  0.48  0.4376
C  0.05  -1.74  0.48  1.3237
C  -1.21  -1.48  -0.06  -0.5730
C  -2.16  -2.46  -0.12  -0.8804
C  -1.83  -3.76  0.22  -0.7772
C  -0.53  -3.97  0.76  -0.8758
C  0.44  -3.03  0.87  -0.6414
C  2.38  -0.64  1.85  0.3303
C  3.85  -0.22  1.45  0.8863
C  4.82  -0.72  2.42  -0.8355
C  4.45  -1.37  3.60  -0.5281
C  3.14  -1.80  3.75  -0.7450
C  2.06  -1.42  2.90  -0.0693
H  1.02  1.91  0.70  0.6737
H  -0.20  1.40  -0.42  0.7812
H  -0.29  1.09  2.67  0.5247
H  -1.57  0.51  1.59  0.3185
H  -2.37  4.48  -0.90  0.5152
H  -4.50  4.50  -2.23  0.4260
H  -6.28  3.03  -1.64  0.3844
H  -6.06  1.33  0.19  0.4735
H  -4.04  1.49  1.63  0.4017
H  -1.17  2.29  4.47  0.2898
H  -2.20  3.08  6.57  0.4219
H  -3.94  4.87  6.39  0.4705
H  -4.59  5.77  4.22  0.4596
H  -3.46  5.16  2.19  0.4015
H  -1.42  -0.50  -0.48  0.7023
H  -3.15  -2.26  -0.50  0.5036
H  -2.61  -4.52  0.15  0.4780
H  -0.33  -4.99  1.14  0.3872
H  1.50  -3.27  1.19  0.3602
H  3.82  0.90  1.23  0.4145
H  5.89  -0.44  2.25  0.3938
H  5.25  -1.61  4.30  0.4472
H  2.90  -2.60  4.51  0.3796
H  1.04  -1.60  3.34  0.4136

⟨S²⟩   8.829
Total charge   +3
HOMO energy (spin up / spin down)   -15.0 / -16.6 eV
LUMO energy (spin up / spin down)   -8.85 / -10.63 eV
2S+1   6
Kohn-Sham gap (spin up / spin down)   0.2272 / 0.2191 Ha

# 3
Formula: C38H44GeN14O3PTi
Source: the Open Molecules 2025 dataset
Level of theory: ωB97M-V/def2-TZVPD

Last column: Mulliken charge in e.
CARTESIAN COORDINATES (ANGSTROEM)
Ti  0.23  -1.07  0.20  -0.6200
O  0.62  0.76  0.51  1.0350
C  1.82  1.34  0.75  -0.5592
C  2.32  1.06  2.15  0.3992
C  3.42  1.74  2.69  -1.1551
C  3.86  1.44  3.96  -0.4827
C  3.19  0.45  4.68  -0.9908
C  2.12  -0.18  4.07  -0.2044
N  1.68  0.11  2.85  0.4689
H  -0.99  1.64  -0.58  -0.1150
H  1.74  2.44  0.62  0.3441
H  2.60  0.97  0.04  -0.0519
H  3.91  2.50  2.10  0.5322
H  4.71  1.95  4.40  0.3936
H  3.49  0.18  5.68  0.4443
H  1.57  -0.96  4.59  0.3230
N  -0.95  -3.30  -0.29  -0.4723
N  -2.31  -2.96  -0.22  -0.1405
C  -2.67  -1.63  -0.62  0.2518
N  -3.91  -1.28  -0.73  -1.0415
N  -1.59  -0.90  -0.85  0.6318
N  -1.71  0.26  -1.60  -0.1481
O  -1.92  1.39  -0.71  -0.3672
O  -2.77  0.23  -2.47  -0.5942
H  -0.69  -3.73  -1.18  0.2508
H  -0.72  -3.91  0.48  0.3876
H  -2.97  -3.68  -0.48  0.2321
H  -4.54  -2.06  -0.60  0.1977
H  -3.55  -0.03  -1.93  0.2255
N  3.35  -3.51  1.92  0.1033
C  2.86  -2.75  0.93  -0.4934
N  1.63  -2.46  1.21  1.0219
C  1.37  -3.06  2.40  0.0310
N  2.42  -3.73  2.87  -0.8935
C  0.05  -2.90  2.96  -0.0090
C  -0.38  -3.49  4.14  -0.6294
N  -1.61  -3.37  4.61  -0.6819
C  -2.42  -2.64  3.84  -0.6905
C  -2.01  -2.03  2.67  -0.7329
N  -0.76  -2.10  2.21  0.9391
H  4.27  -3.91  2.02  0.1790
H  3.37  -2.41  0.03  0.5868
H  0.33  -4.09  4.71  0.4874
H  -3.45  -2.55  4.18  0.4528
H  -2.71  -1.45  2.08  0.4708
C  -3.88  2.53  4.42  -1.0011
N  -4.14  2.74  3.00  0.1431
C  -3.43  3.94  2.58  -0.9568
N  -2.00  3.94  2.88  0.1373
C  -1.83  3.69  4.30  -0.9891
N  -2.47  2.47  4.78  0.1447
C  -1.83  1.29  4.21  -1.4245
P  -1.89  1.17  2.34  1.9643
C  -3.70  1.58  2.21  -1.4310
C  -1.30  2.93  2.08  -1.3820
H  -4.37  1.60  4.73  0.3964
H  -4.34  3.36  4.97  0.3189
H  -3.88  4.79  3.10  0.2972
H  -3.57  4.08  1.51  0.4396
H  -2.26  4.54  4.85  0.2985
H  -0.76  3.64  4.53  0.4106
H  -2.29  0.39  4.64  0.4058
H  -0.78  1.28  4.52  0.3236
H  -4.29  0.71  2.52  0.3833
H  -3.92  1.75  1.16  0.3946
H  -1.41  3.19  1.02  0.4505
H  -0.23  2.97  2.30  0.3303
C  1.40  -1.15  -1.24  0.7074
Ge  1.24  -0.46  -3.00  0.6247
C  -0.12  -1.43  -4.05  -0.0829
C  -0.78  -0.95  -5.18  -0.3602
C  -1.68  -1.75  -5.87  -0.7746
C  -1.92  -3.05  -5.45  -0.4928
C  -1.25  -3.55  -4.35  -0.6574
C  -0.36  -2.74  -3.66  -0.4005
C  2.96  -0.78  -3.99  -0.1467
C  4.18  -0.40  -3.43  -0.0594
C  5.38  -0.63  -4.07  -0.7572
C  5.39  -1.28  -5.31  -0.4190
C  4.19  -1.68  -5.87  -0.7443
C  3.00  -1.43  -5.21  -0.3043
C  0.95  1.53  -3.02  0.5044
C  1.94  2.37  -2.52  -0.0059
C  1.78  3.75  -2.50  -0.6141
C  0.61  4.32  -2.98  -0.6651
C  -0.39  3.50  -3.48  -0.5588
C  -0.22  2.12  -3.49  0.2542
H  -0.60  0.06  -5.52  0.3718
H  -2.19  -1.36  -6.73  0.3831
H  -2.62  -3.68  -5.99  0.3496
H  -1.41  -4.57  -4.02  0.3577
H  0.19  -3.11  -2.80  0.6702
H  4.19  0.06  -2.45  0.1699
H  6.31  -0.32  -3.62  0.3984
H  6.33  -1.46  -5.82  0.3444
H  4.19  -2.19  -6.83  0.3765
H  2.07  -1.76  -5.67  0.3308
H  2.86  1.95  -2.13  0.0046
H  2.57  4.37  -2.09  0.4030
H  0.48  5.40  -2.96  0.3588
H  -1.32  3.93  -3.83  0.4076
H  -1.04  1.50  -3.82  0.0561

Total charge   -1
HOMO energy (spin up / spin down)   -2.6 / -2.6 eV
LUMO energy (spin up / spin down)   1.54 / 1.54 eV
Kohn-Sham gap (spin up / spin down)   0.1523 / 0.1523 Ha

Computed relative energy (zero: lowest compared OMol25 entry of this formula, charge and spin) (kcal per mole) in order:
8.2 25.8 27.9